Below is a 3-piece molecular cluster, C30H46BCl4 overall at a distorted geometry, with properties calculated with wB97M-V/def2-TZVPD.

Last column: Löwdin charge in e.
Atoms and positions in Å:
C (-2.4071, 1.6941, 4.0375)  -0.09
C (-2.6302, 2.5232, 2.8567)  -0.10
B (-3.0077, 1.9383, 1.3252)  -0.75
C (-3.9062, 0.5960, 1.6076)  -0.16
C (-4.4581, -0.2055, 0.3201)  -0.21
C (-3.3474, -1.0057, -0.5437)  -0.20
C (-4.1800, -1.8493, -1.6914)  -0.23
C (-4.7600, -3.2639, -1.1392)  -0.27
C (-3.5605, -4.2726, -0.7252)  -0.15
C (-1.4924, 1.6045, 0.6774)  -0.26
C (-0.5172, 2.8735, 1.0927)  -0.12
C (-0.7761, 0.3147, 1.3704)  -0.18
C (0.5138, -0.0496, 0.4079)  -0.25
C (1.0570, -1.5649, 0.6547)  -0.17
C (-3.7754, 3.1779, 0.5693)  -0.27
C (-5.3966, 3.0392, 0.4537)  -0.11
C (-3.2184, 3.5885, -0.8916)  -0.20
C (-3.4861, 2.5408, -2.0862)  -0.23
C (-2.1556, 2.4080, -3.0534)  -0.14
H (-2.9613, 2.0125, 5.0184)  0.03
H (-1.6945, 0.7932, 4.1234)  0.04
H (-2.4758, 3.6758, 3.0207)  0.09
H (-3.3689, -0.2084, 2.2721)  0.10
H (-4.8474, 0.9006, 2.2399)  0.10
H (-5.1883, -1.0286, 0.7329)  0.10
H (-5.0874, 0.4123, -0.4242)  0.08
H (-2.6145, -0.3363, -1.1345)  0.09
H (-2.7261, -1.7665, 0.0762)  0.10
H (-3.5101, -1.9939, -2.6213)  0.10
H (-5.1171, -1.2106, -1.9777)  0.10
H (-5.3743, -3.7379, -2.0171)  0.10
H (-5.5238, -3.0961, -0.2678)  0.10
H (-3.5331, -4.3153, 0.4393)  0.08
H (-3.6768, -5.3175, -1.2006)  0.06
H (-2.5365, -3.8383, -1.0935)  0.08
H (-1.5219, 1.4249, -0.4619)  0.08
H (0.0444, 2.6985, 2.0830)  0.08
H (0.3096, 2.8892, 0.2575)  0.07
H (-1.0542, 3.8926, 1.0129)  0.07
H (-0.3043, 0.5526, 2.4105)  0.11
H (-1.4175, -0.6390, 1.3950)  0.08
H (1.3439, 0.7063, 0.6782)  0.09
H (0.2499, 0.0198, -0.7236)  0.10
H (1.6524, -1.6730, 1.6429)  0.00
H (0.1298, -2.2678, 0.6728)  0.07
H (1.7070, -1.8684, -0.2607)  0.07
H (-3.6229, 4.1432, 1.2237)  0.11
H (-5.7937, 4.1392, 0.3387)  0.07
H (-5.7477, 2.5026, -0.5224)  0.07
H (-5.9085, 2.6254, 1.3992)  0.07
H (-2.0985, 3.8811, -0.9277)  0.09
H (-3.7926, 4.5710, -1.1871)  0.11
H (-3.7426, 1.4659, -1.7731)  0.08
H (-4.3273, 2.9297, -2.7915)  0.10
H (-1.5717, 1.4154, -2.8527)  0.06
H (-2.4803, 2.4859, -4.1758)  0.06
H (-1.4005, 3.2682, -2.8859)  0.06
Cl (2.8018, -3.8316, 2.6681)  0.71
C (4.2500, -4.0744, 1.7583)  -0.67
C (5.0486, -3.0117, 1.3273)  -0.67
Cl (4.6645, -1.3645, 1.6785)  0.69
C (6.2040, -3.2677, 0.5864)  -0.21
C (6.5642, -4.5787, 0.2785)  -0.09
C (5.7713, -5.6383, 0.7129)  -0.09
C (4.6159, -5.3864, 1.4510)  -0.11
H (6.8273, -2.4501, 0.2477)  -0.04
H (7.4631, -4.7729, -0.2998)  0.10
H (6.0519, -6.6608, 0.4763)  0.10
H (4.0020, -6.2179, 1.7846)  0.10
Cl (6.1887, -1.4462, -1.7115)  0.77
C (6.7886, 0.1743, -1.6647)  -0.64
C (7.7101, 0.6071, -0.7068)  -0.66
Cl (8.3443, -0.4428, 0.5098)  0.72
C (8.1501, 1.9323, -0.7161)  -0.11
C (7.6762, 2.8227, -1.6779)  -0.08
C (6.7624, 2.3904, -2.6355)  -0.08
C (6.3192, 1.0691, -2.6285)  -0.10
H (8.8642, 2.2768, 0.0262)  0.10
H (8.0202, 3.8530, -1.6798)  0.10
H (6.3940, 3.0822, -3.3875)  0.11
H (5.6052, 0.7404, -3.3779)  0.11

The total charge is -1.



Below is a 2-piece molecular cluster, C4H8O2 overall, with properties calculated with wB97M-V/def2-TZVPD.

Last column: Löwdin charge in e.
Atoms and positions in Å:
C (1.8514, 0.4608, 0.1617)  0.00
C (0.8633, -0.4152, 0.2317)  -0.16
C (-0.5317, 0.0649, 0.1541)  -0.58
O (-0.7355, 1.1975, -0.6035)  0.04
C (-1.6599, -0.7025, 0.6588)  -0.06
O (-0.8811, 0.0876, 1.5482)  0.00
H (1.6310, 1.4981, -0.0778)  0.08
H (2.8784, 0.1632, 0.3112)  0.06
H (0.9892, -1.4643, 0.4810)  0.12
H (-1.4748, 1.6726, -0.2021)  0.12
H (-2.6433, -0.2576, 0.5442)  0.12
H (-1.6352, -1.7839, 0.7629)  0.12
H (1.0256, -0.2379, -1.9502)  0.06
H (0.3600, -0.4515, -2.1963)  0.08

Its structure (SMILES) is C=C[C@@]1(O)CO1.[H][H]. The energy above the lowest of the compared OMol25 structures with the same formula, charge and spin is 94.9 kcal per mole.



Below is C13H38CdO15P3 as an isolated structure at a distorted geometry, with properties calculated with wB97M-V/def2-TZVPD.

Last column: Löwdin charge in e.
Atoms and positions in Å:
Cd (11.1689, 15.6133, 8.5919)  1.33
O (10.5421, 17.4958, 8.8267)  -0.49
H (9.8578, 17.7933, 9.4121)  -0.12
C (9.0610, 12.7332, 12.4287)  -0.08
O (10.2371, 13.5408, 12.6358)  -0.19
P (10.1875, 14.9945, 11.9809)  0.41
O (10.4233, 15.0573, 10.5246)  -0.29
O (8.8463, 15.6512, 12.5168)  -0.21
C (8.6697, 17.0592, 12.2691)  -0.06
O (11.3524, 15.7311, 12.7779)  -0.22
C (11.5640, 15.5444, 14.1812)  -0.07
H (8.5767, 12.4867, 13.3760)  0.10
H (9.4025, 11.7936, 11.9976)  0.10
H (8.2780, 13.2212, 11.8496)  0.07
H (9.2653, 17.4919, 11.4706)  0.08
H (8.8304, 17.5592, 13.2255)  0.10
H (7.6100, 17.2344, 12.0780)  0.09
H (10.6533, 15.1809, 14.6736)  0.09
H (11.6279, 16.5374, 14.6208)  0.10
H (12.3441, 14.8297, 14.4115)  0.10
C (6.7827, 16.1572, 8.8050)  -0.10
O (6.9232, 15.5552, 7.5321)  -0.19
P (8.0234, 14.4185, 7.2845)  0.43
O (9.3368, 14.7336, 7.8743)  -0.29
O (7.3577, 13.0395, 7.7434)  -0.18
C (7.2462, 12.7989, 9.1395)  -0.10
O (8.0999, 14.2881, 5.7028)  -0.19
C (6.8786, 14.0782, 4.9942)  -0.09
H (5.9368, 15.8010, 9.3918)  0.10
H (6.6709, 17.2387, 8.7136)  0.10
H (7.6978, 16.0694, 9.4007)  0.06
H (7.4654, 13.6683, 9.7574)  0.06
H (7.9874, 12.0394, 9.4090)  0.09
H (6.3309, 12.3366, 9.5099)  0.10
H (6.9546, 14.4962, 3.9896)  0.09
H (6.0204, 14.6331, 5.3842)  0.09
H (6.5864, 13.0316, 4.9439)  0.10
C (10.2733, 16.4344, 4.1530)  -0.03
O (11.2166, 15.3275, 4.1461)  -0.19
P (12.3133, 15.0914, 5.2056)  0.38
O (11.9734, 15.3381, 6.6098)  -0.28
O (12.7999, 13.5785, 5.0083)  -0.20
C (13.1098, 13.0860, 3.6926)  -0.08
O (13.5826, 15.9238, 4.6630)  -0.21
C (13.5548, 17.3511, 4.8799)  -0.08
H (9.3349, 15.9368, 3.9108)  0.08
H (10.5755, 17.1288, 3.3762)  0.10
H (10.1164, 16.8316, 5.1559)  0.10
H (12.5765, 12.1452, 3.5612)  0.09
H (14.1802, 12.8774, 3.7047)  0.10
H (12.8617, 13.7601, 2.8756)  0.09
H (14.3885, 17.5813, 5.5382)  0.09
H (12.6628, 17.7160, 5.3977)  0.08
H (13.5820, 17.8496, 3.9150)  0.09
C (11.8624, 12.4198, 8.7326)  -0.08
O (12.2528, 13.7729, 8.6994)  -0.33
C (13.6937, 13.9198, 8.6083)  -0.14
C (14.1230, 15.3352, 9.0540)  -0.16
O (13.0135, 15.9973, 9.6205)  -0.31
C (13.3371, 16.9689, 10.6001)  -0.08
H (12.0089, 11.9931, 9.7318)  0.10
H (12.3681, 11.8182, 7.9779)  0.10
H (10.7852, 12.3059, 8.5974)  0.08
H (14.0171, 13.7624, 7.5780)  0.11
H (14.1546, 13.0926, 9.1514)  0.13
H (14.3837, 15.8231, 8.1110)  0.12
H (14.9840, 15.2940, 9.7197)  0.13
H (12.4953, 17.5705, 10.9298)  0.08
H (14.0789, 17.7085, 10.2850)  0.10
H (13.7016, 16.4105, 11.4669)  0.09

The total charge is +1.



Computed gap between HOMO and LUMO (eV) in order:
5.5; 10.3; 9.1
Computed electronic energy (a.u.) in order:
-3036.1086; -307.5612; -2838.5402